Density functional theory data (ωB97M-V with the def2-TZVPD basis set) for the molecule C6H10.

Properties
Net charge: 0
Relative energy (zero: lowest compared OMol25 entry of this formula, charge and spin) (kJ/mol): 94.44
Highest occupied orbital energy (eV): -8.70
Gap between HOMO and LUMO (eV): 9.643

Element x y z (Å)
C: 0.731925 -0.879866 -0.666577
C: 1.585167 -1.231833 0.559891
C: -1.591735 1.267347 0.141598
C: -2.059876 0.195377 0.785990
C: -0.300003 1.474795 -0.533180
C: 0.659628 0.605637 -0.878992
H: 1.743263 -2.312431 0.633410
H: -1.501827 -0.725264 0.899666
H: 1.535318 1.031780 -1.369696
H: -0.267534 -1.315841 -0.568246
H: 1.188380 -1.336711 -1.554494
H: 2.568947 -0.752590 0.501996
H: 1.108333 -0.890280 1.484660
H: -2.237633 2.143742 0.122326
H: -0.115745 2.515456 -0.797079
H: -3.046609 0.210686 1.238730

Forces on the atoms, in the same order (eV/Å):
C -0.083 -0.022 -0.046
C 0.040 -0.017 0.085
C -0.106 -0.132 0.097
C 0.065 0.043 -0.050
C 0.173 -0.083 -0.027
C -0.103 0.116 0.010
H -0.045 0.127 -0.003
H 0.018 0.099 0.028
H -0.103 -0.032 0.062
H 0.165 0.081 -0.055
H -0.074 0.088 0.124
H -0.142 -0.071 -0.013
H 0.045 -0.022 -0.134
H 0.040 -0.093 -0.040
H -0.002 -0.138 0.038
H 0.113 0.058 -0.075